{
  "formula": "C43H51CrN3O7P2S4",
  "method": "ωB97M-V/def2-TZVPD",
  "e_homo_ev": [0.97, -2.32],
  "s2": 6.102,
  "gap_ev": [2.992, 6.269],
  "multiplicity": 5,
  "total_charge": -2,
  "species": ["Cr", "O", "P", "C", "P", "O", "C", "C", "C", "C", "C", "C", "C", "C", "C", "C", "C", "C", "C", "C", "C", "C", "C", "C", "C", "C", "C", "C", "C", "C", "H", "H", "H", "H", "H", "H", "H", "H", "H", "H", "H", "H", "H", "H", "H", "H", "H", "H", "H", "H", "H", "H", "C", "C", "C", "C", "C", "C", "C", "S", "O", "O", "N", "C", "C", "O", "O", "H", "H", "H", "H", "H", "H", "H", "H", "H", "O", "S", "C", "C", "C", "C", "H", "H", "H", "H", "H", "H", "H", "H", "C", "C", "N", "C", "S", "N", "C", "C", "H", "H", "H", "H", "H", "H", "H", "H", "H", "H", "H", "H", "S"],
  "coordinates": [[-1.101753, -0.876259, -0.168471], [0.344911, -0.149008, 1.301505], [1.181735, 1.029659, 1.696376], [0.695247, 2.587739, 0.839563], [-0.926486, 3.133664, 1.550449], [-1.883978, 2.062655, 1.868279], [-0.486142, 4.120497, 3.006156], [-1.277946, 3.971993, 4.144057], [-1.063980, 4.762213, 5.258259], [-0.065765, 5.729665, 5.249383], [0.715927, 5.894366, 4.113258], [0.505000, 5.101972, 2.999499], [-1.591820, 4.389669, 0.418963], [-2.974690, 4.367668, 0.242682], [-3.598655, 5.320756, -0.540264], [-2.846567, 6.314358, -1.157246], [-1.472732, 6.351065, -0.970742], [-0.846472, 5.400878, -0.179019], [2.897665, 0.687272, 1.393843], [3.914901, 1.640531, 1.112966], [5.237576, 1.251269, 1.068190], [5.612497, -0.075778, 1.315508], [4.607115, -1.028992, 1.603493], [3.286740, -0.657742, 1.645036], [1.008903, 1.328846, 3.467035], [1.860503, 2.180602, 4.182049], [1.765466, 2.258111, 5.558185], [0.851410, 1.464248, 6.248106], [0.035800, 0.582479, 5.544319], [0.116119, 0.503409, 4.165025], [0.582051, 2.298435, -0.208672], [1.445809, 3.371054, 0.955840], [-2.043781, 3.205815, 4.135500], [-1.670004, 4.628584, 6.146117], [0.104128, 6.349761, 6.120884], [1.495370, 6.647596, 4.100600], [1.118304, 5.242051, 2.117086], [-3.530694, 3.558532, 0.698632], [-4.670957, 5.285581, -0.686057], [-3.327843, 7.045835, -1.794637], [-0.884475, 7.124126, -1.451544], [0.228955, 5.438673, -0.046715], [3.653243, 2.674154, 0.907280], [6.004286, 1.983679, 0.834420], [6.655093, -0.369706, 1.283671], [4.888655, -2.058571, 1.802375], [2.506675, -1.379011, 1.866381], [2.583952, 2.788950, 3.649430], [2.408289, 2.936568, 6.107944], [0.775980, 1.533926, 7.327124], [-0.669966, -0.044795, 6.076742], [-0.522401, -0.159946, 3.592432], [-1.633519, -8.935159, -0.662366], [-1.952931, -7.492120, -0.954310], [-1.291958, -6.474591, -0.269705], [-1.517988, -5.140654, -0.571114], [-2.412835, -4.813553, -1.577093], [-3.101968, -5.812301, -2.247925], [-2.881177, -7.143742, -1.930213], [-2.572286, -3.126932, -2.196630], [-1.427820, -2.989718, -3.078691], [-3.859667, -3.108536, -2.862150], [-2.473446, -2.127676, -0.992498], [-3.664470, -2.198201, -0.136990], [-3.210341, -2.122937, 1.324688], [-3.885697, -2.648044, 2.207751], [-2.120018, -1.473880, 1.474016], [-0.646913, -9.190239, -1.057008], [-2.360955, -9.604138, -1.122558], [-1.615718, -9.120273, 0.412804], [-0.583666, -6.734234, 0.510192], [-1.005137, -4.345490, -0.042066], [-3.805943, -5.515654, -3.014085], [-3.427707, -7.921188, -2.453472], [-4.238797, -3.108407, -0.316129], [-4.315852, -1.335449, -0.332336], [0.263228, -2.651142, 0.098111], [1.604677, -2.355952, -0.525460], [1.609222, -3.124656, -2.184211], [2.155894, -4.538485, -2.078653], [3.254521, -4.484213, -1.024203], [2.640693, -3.748089, 0.151720], [2.234698, -2.473403, -2.798188], [0.585429, -3.075399, -2.538852], [2.526024, -4.891835, -3.043944], [1.362137, -5.213629, -1.746589], [4.106555, -3.916988, -1.410689], [3.608034, -5.478058, -0.735958], [3.376057, -3.314986, 0.826953], [1.938791, -4.367696, 0.710937], [-0.593233, 0.043649, -6.220960], [-0.325945, -0.417246, -4.787948], [-1.344161, 0.094181, -3.871455], [-0.923498, 0.839313, -2.717492], [-2.190504, 0.864012, -1.420890], [-0.603497, 2.208056, -3.057913], [0.685077, 2.507179, -3.662864], [0.972424, 3.997446, -3.566404], [0.204226, -0.301035, -6.887642], [-0.647604, 1.132657, -6.266356], [-1.544133, -0.362206, -6.568751], [0.655933, -0.075405, -4.457847], [-0.322657, -1.506789, -4.752203], [-1.945011, -0.657778, -3.571107], [-0.744889, 2.777408, -2.232187], [0.653288, 2.215934, -4.716765], [1.486913, 1.936386, -3.173698], [0.139301, 4.565578, -3.985534], [1.879156, 4.246552, -4.120297], [1.106101, 4.297735, -2.524442], [0.512357, -0.037116, -1.761563]],
  "forces_ev_per_a": [[0.9574, -0.1044, 0.4498], [-1.0702, -0.0245, -0.1365], [1.7788, -0.1154, -0.7656], [-0.7571, -0.1273, 0.6944], [1.1002, -0.0741, -0.6977], [-0.3397, -0.0403, 0.2323], [-0.1469, 0.4670, 0.2301], [0.0582, -0.2841, -0.2531], [0.1357, 0.2295, 0.2261], [-0.0835, -0.1503, -0.1153], [0.1034, 0.1518, 0.1219], [-0.1115, -0.2173, -0.1080], [-0.2730, 0.1008, 0.1254], [0.1499, -0.2645, -0.0196], [-0.0170, 0.2137, -0.1565], [-0.0541, -0.1430, 0.0919], [0.0741, 0.1386, -0.0853], [0.0570, -0.1793, -0.0124], [-1.4995, 0.4252, 0.0363], [0.5148, 0.3133, 0.0079], [-0.3199, 0.2698, 0.0436], [0.5386, -0.1869, -0.0892], [-0.4475, 0.0623, 0.1238], [0.4416, -0.3898, 0.1698], [-0.2524, -0.4082, 0.3470], [-0.2322, -0.0215, -0.2768], [-0.0032, 0.0408, 0.1935], [-0.0797, -0.0465, -0.1702], [0.0725, 0.0464, 0.2824], [0.0429, 0.2865, -0.2747], [-0.0462, -0.0015, -0.0694], [0.0702, -0.0649, -0.0137], [-0.0043, -0.0143, 0.0170], [-0.0223, -0.0443, -0.0253], [0.0017, -0.0072, 0.0096], [0.0007, -0.0187, -0.0176], [0.0431, 0.0380, 0.0435], [-0.0464, -0.0046, 0.0041], [0.0035, -0.0358, -0.0098], [-0.0015, 0.0203, 0.0232], [0.0122, -0.0318, 0.0004], [-0.0035, 0.0004, -0.0357], [0.0370, 0.0064, -0.0346], [-0.0354, 0.0442, -0.0179], [-0.0134, 0.0149, -0.0158], [-0.0166, -0.0116, 0.0042], [0.1002, -0.0216, 0.0826], [0.0455, -0.0434, 0.0163], [0.0099, 0.0065, -0.0305], [0.0196, -0.0088, -0.0006], [0.0005, 0.0053, -0.0124], [-0.0344, -0.0287, 0.0316], [0.0076, 0.0891, 0.0171], [-0.0069, -0.0084, -0.0222], [-0.0399, -0.0422, -0.0273], [-0.0135, 0.1546, 0.1183], [-0.1268, 0.0537, -0.2362], [-0.0855, 0.0969, 0.0141], [0.0907, -0.0098, 0.0405], [0.3008, 0.0849, -0.2771], [0.1246, 0.1559, 0.1247], [-0.1065, -0.0285, 0.1802], [-0.1982, -0.8302, -0.4099], [0.0646, 0.1871, 0.2192], [-0.5858, -0.3792, -0.2561], [0.1443, 0.1904, -0.0269], [0.4944, 0.4856, -0.1258], [0.0004, -0.0457, 0.0145], [-0.0175, -0.0124, 0.0243], [-0.0106, -0.0555, -0.0009], [0.0047, 0.0184, 0.0239], [0.0449, -0.0273, -0.0093], [-0.0224, -0.0730, -0.0122], [0.0169, -0.0153, -0.0164], [-0.0687, 0.0562, 0.1452], [-0.0227, -0.0841, -0.0096], [-0.7878, 0.3678, 0.0858], [0.9900, -1.0386, -0.1882], [0.0596, 0.0587, 0.1036], [0.0353, -0.0223, 0.0426], [-0.0387, -0.0061, -0.0639], [-0.0257, 0.4528, 0.0327], [-0.0076, 0.0138, -0.0027], [-0.1235, 0.1576, -0.0849], [-0.0597, -0.0296, -0.0008], [-0.0094, -0.0244, -0.0467], [0.0392, -0.0402, 0.0165], [0.0374, 0.0404, 0.0162], [-0.0597, -0.0324, 0.0253], [-0.0665, 0.0281, -0.0278], [0.1275, -0.0936, 0.1449], [-0.2273, 0.3546, 0.0012], [-0.1752, -0.0626, -0.2416], [0.5591, -0.4424, 0.5161], [-0.1425, 0.1807, 0.4216], [0.0763, 0.4374, -0.0087], [-0.1418, -0.1441, 0.0283], [-0.0770, -0.1349, -0.0815], [-0.0338, 0.0002, -0.0613], [-0.0322, 0.0084, -0.0189], [-0.0174, 0.0432, -0.0532], [0.0641, -0.0916, -0.0138], [0.0863, -0.0909, 0.0713], [0.0013, -0.0796, 0.1105], [0.0402, -0.0737, 0.0584], [0.0867, -0.0175, -0.0084], [0.0648, 0.0240, -0.0864], [0.0027, 0.0471, 0.0232], [0.0348, 0.0447, 0.0499], [0.0034, 0.0330, 0.0152], [-0.7295, 0.4034, -0.4319]]
}

***

{
  "formula": "C43H51GeNP2ReS3Sb",
  "method": "ωB97M-V/def2-TZVPD",
  "e_homo_ev": [-9.72, -9.98],
  "s2": 0.768,
  "gap_ev": [6.384, 5.908],
  "multiplicity": 2,
  "total_charge": 1,
  "species": ["Re", "C", "C", "C", "P", "C", "C", "C", "C", "C", "C", "C", "C", "C", "N", "C", "C", "C", "C", "C", "C", "P", "C", "C", "C", "C", "C", "C", "H", "H", "H", "H", "H", "H", "H", "H", "H", "H", "H", "H", "H", "H", "H", "H", "H", "H", "H", "H", "H", "H", "H", "H", "H", "H", "H", "H", "H", "H", "H", "H", "H", "H", "H", "H", "S", "Sb", "S", "S", "C", "Ge", "C", "C", "C", "C", "C", "C", "C", "C", "C", "C", "C", "C", "C", "C", "C", "C", "C", "C", "H", "H", "H", "H", "H", "H", "H", "H", "H", "H", "H", "H", "H", "H", "H"],
  "coordinates": [[-0.650853, -0.544345, -1.278270], [-2.440775, 2.761913, -4.502984], [-2.146315, 1.480711, -3.727943], [-3.407694, 0.947441, -3.051985], [-0.758344, 1.570064, -2.504972], [0.641577, 2.314340, -3.466245], [0.715331, 3.840651, -3.415639], [1.998400, 1.719901, -3.101884], [-1.427561, 2.638727, -1.207213], [-1.831334, 3.961166, -1.402802], [-2.626723, 4.617794, -0.482462], [-3.075413, 3.915276, 0.627927], [-2.671371, 2.611874, 0.851170], [-1.789261, 1.966860, -0.023561], [-1.315604, 0.646904, 0.218325], [-1.392121, 0.151979, 1.560170], [-1.174246, 0.969820, 2.668463], [-1.330872, 0.472183, 3.951887], [-1.698022, -0.849639, 4.158094], [-1.838436, -1.688231, 3.064387], [-1.652506, -1.210145, 1.769531], [-1.767081, -2.125972, 0.210417], [-1.296128, -3.921319, 0.293852], [-0.034733, -4.211772, -0.509719], [-1.189475, -4.530103, 1.690262], [-3.600808, -2.199559, -0.087524], [-4.316723, -3.172166, 0.853126], [-4.255732, -0.823443, 0.035722], [-3.236261, 2.563057, -5.223834], [-2.793166, 3.559263, -3.846635], [-1.577961, 3.120957, -5.064166], [-1.799923, 0.729509, -4.442010], [-3.774584, 1.635279, -2.286883], [-4.197427, 0.812899, -3.793320], [-3.238195, -0.028716, -2.585647], [0.400240, 1.998786, -4.485512], [0.918481, 4.186752, -2.399772], [1.544229, 4.166333, -4.046631], [-0.184289, 4.334538, -3.777749], [2.287014, 2.003657, -2.089710], [2.010327, 0.636263, -3.176421], [2.758528, 2.115884, -3.779226], [-1.533505, 4.485078, -2.299062], [-2.927004, 5.643319, -0.650018], [-3.750041, 4.385261, 1.332375], [-3.040969, 2.091590, 1.722389], [-0.890244, 2.003601, 2.528586], [-1.162736, 1.130304, 4.795764], [-1.846949, -1.232316, 5.159143], [-2.080582, -2.725704, 3.231688], [-2.132963, -4.392648, -0.229739], [0.816184, -3.653745, -0.131983], [0.198895, -5.277412, -0.444526], [-0.172916, -3.961181, -1.560329], [-0.403430, -4.046844, 2.271848], [-2.124523, -4.481993, 2.245989], [-0.924477, -5.584599, 1.588415], [-3.696090, -2.559915, -1.118341], [-4.184038, -2.869662, 1.894695], [-5.387661, -3.146743, 0.643285], [-3.988852, -4.205009, 0.744873], [-4.239280, -0.491297, 1.076110], [-3.774137, -0.052101, -0.563377], [-5.299943, -0.891489, -0.273722], [0.114810, -1.083605, -4.885104], [1.234332, -2.943093, -3.859080], [2.358268, -1.845432, -2.044049], [-0.904346, -1.862325, -3.176016], [1.181109, -0.947111, -1.064512], [2.290176, -0.442752, 0.587745], [2.129512, -1.936857, 1.828614], [1.480693, -1.762677, 3.050520], [1.441024, -2.785897, 3.990600], [2.047545, -4.003144, 3.720015], [2.676496, -4.202533, 2.497528], [2.714801, -3.178835, 1.562431], [1.840051, 1.264970, 1.398313], [2.282434, 1.540111, 2.694497], [2.083463, 2.791698, 3.260890], [1.457715, 3.796789, 2.533583], [1.049644, 3.549873, 1.230480], [1.251103, 2.294593, 0.672500], [4.146189, -0.231748, 0.019945], [5.102644, -1.233237, 0.182921], [6.421621, -1.024851, -0.198652], [6.803761, 0.189839, -0.748779], [5.867043, 1.203369, -0.898736], [4.552443, 0.993854, -0.509452], [0.985105, -0.824969, 3.274408], [0.935492, -2.628404, 4.935793], [2.026983, -4.797396, 4.455911], [3.142639, -5.154653, 2.275381], [3.209264, -3.355842, 0.613820], [2.793125, 0.779243, 3.274629], [2.425729, 2.985773, 4.269732], [1.304091, 4.772718, 2.976677], [0.567426, 4.328528, 0.650217], [0.922700, 2.114212, -0.341755], [4.834133, -2.184064, 0.623977], [7.152282, -1.811602, -0.059430], [7.831874, 0.351678, -1.046595], [6.163759, 2.161642, -1.306493], [3.843921, 1.810288, -0.599186]],
  "forces_ev_per_a": [[0.5433, -0.0553, 0.0761], [-0.0125, 0.0339, 0.0061], [-0.0461, 0.0037, 0.0004], [0.0067, -0.0292, -0.0162], [-0.0787, 0.0198, 0.0873], [0.0545, -0.0004, 0.0047], [0.0450, 0.0045, 0.0067], [-0.0148, 0.0544, 0.0245], [-0.0542, 0.0338, -0.0453], [0.0340, 0.0318, -0.0341], [-0.0167, -0.0088, 0.0264], [0.0050, -0.0078, -0.0017], [-0.0387, 0.0374, -0.0038], [0.0729, -0.1471, 0.0949], [-0.1008, 0.1260, 0.0807], [-0.0561, 0.0634, -0.1359], [0.0340, -0.0126, 0.0642], [0.0284, 0.0143, -0.0063], [0.0014, -0.0031, -0.0150], [-0.0190, -0.0081, 0.0007], [0.0097, -0.0378, 0.0489], [-0.1097, 0.0174, -0.0023], [-0.0015, 0.0017, 0.0083], [-0.0031, -0.0550, 0.0092], [0.0262, -0.0203, -0.0074], [-0.0069, -0.0199, 0.0046], [0.0101, 0.0050, 0.0051], [0.0146, 0.0501, 0.0095], [0.0120, -0.0003, 0.0002], [-0.0003, -0.0428, -0.0223], [-0.0059, -0.0043, 0.0203], [0.0376, -0.0518, -0.0485], [0.0104, 0.0127, -0.0113], [0.0035, 0.0179, 0.0082], [0.0046, 0.0351, -0.0411], [-0.0068, 0.0106, -0.0492], [-0.0244, 0.0013, -0.0157], [-0.0037, 0.0061, 0.0129], [0.0288, -0.0326, -0.0221], [-0.0011, -0.0297, 0.0169], [-0.0188, -0.0254, 0.0030], [-0.0205, 0.0011, 0.0105], [-0.0296, -0.0234, 0.0630], [0.0072, -0.0158, 0.0039], [0.0039, -0.0050, -0.0082], [-0.0247, 0.0298, -0.0396], [0.0375, -0.0124, -0.0010], [-0.0056, -0.0156, -0.0147], [0.0083, 0.0021, -0.0108], [-0.0015, 0.0169, 0.0049], [-0.0208, -0.0325, -0.0029], [0.0826, 0.0488, 0.0419], [-0.0099, 0.0298, -0.0093], [-0.0168, -0.0009, 0.0042], [0.0059, 0.0110, 0.0018], [-0.0044, -0.0066, -0.0253], [-0.0035, 0.0175, 0.0071], [-0.0024, 0.0012, -0.0219], [0.0003, 0.0002, -0.0188], [0.0150, -0.0022, -0.0006], [0.0116, 0.0115, 0.0012], [0.0010, -0.0048, -0.0074], [-0.0276, -0.0586, 0.0474], [0.0062, 0.0030, -0.0014], [-0.0535, 0.0392, -0.0559], [0.0508, 0.0187, 0.0706], [0.1257, -0.0761, -0.0097], [-0.1691, -0.0354, -0.0120], [-0.2727, 0.0705, -0.0703], [-0.0496, -0.0197, -0.0361], [-0.0436, -0.0243, 0.0968], [-0.0415, -0.0186, -0.0197], [0.0035, 0.0066, -0.0049], [-0.0028, -0.0103, -0.0009], [-0.0183, -0.0108, -0.0025], [-0.0073, 0.0067, -0.0123], [0.0166, 0.1028, -0.0180], [-0.0352, -0.0282, 0.0118], [0.0040, -0.0089, -0.0047], [0.0018, -0.0049, -0.0015], [-0.0118, -0.0080, 0.0012], [0.0026, 0.0005, 0.0120], [0.0791, -0.0289, -0.0123], [0.0505, 0.0268, -0.0425], [-0.0191, 0.0084, 0.0012], [-0.0046, 0.0021, -0.0018], [0.0218, -0.0116, 0.0030], [-0.0290, 0.0098, 0.0042], [0.0454, 0.0133, 0.0024], [0.0088, 0.0060, -0.0170], [0.0004, 0.0142, -0.0134], [-0.0064, 0.0188, 0.0017], [-0.0776, -0.0353, 0.0024], [-0.0223, -0.0151, -0.0112], [-0.0020, -0.0046, -0.0138], [-0.0012, -0.0144, -0.0043], [0.0042, -0.0098, -0.0016], [0.0265, -0.0026, -0.0092], [0.0587, 0.0720, -0.0198], [-0.0045, 0.0081, -0.0027], [-0.0135, 0.0000, 0.0048], [-0.0044, -0.0109, 0.0057], [0.0152, -0.0294, 0.0143]]
}

***

Computed energy above the lowest of the compared OMol25 structures with the same formula, charge and spin, in the same sequence as the records: 0.0000 0.0000 eV.